24
Properties=species:S:1:pos:R:3:nbo_charge:R:1 method="wB97M-V/def2-TZVPD" largest_force_ha_per_bohr=0.0525 total_charge=+1 de_lowest_kcal_mol=45.35 e_tot_ev=-12496.7063 gap_ev=10.7 e_homo_ev=-13.9581
C -0.526 -2.234 1.015 -0.076
O -1.209 -1.241 1.855 -0.781
C 0.553 -1.526 0.208 -0.448
C 0.187 -1.173 -1.266 -0.416
C -0.715 0.054 -1.173 -0.256
N -1.058 1.784 1.125 -0.766
C -0.285 2.072 0.102 0.410
N -0.054 1.315 -0.939 -0.479
H -1.262 -2.557 0.284 0.181
H -0.062 -3.025 1.632 0.204
H -1.891 -1.637 2.411 0.491
H 1.516 -2.067 0.268 0.236
H 1.015 -0.597 0.612 0.207
H 1.060 -0.948 -1.892 0.234
H -0.237 -2.068 -1.705 0.233
H -1.355 0.141 -2.063 0.232
H -1.449 -0.122 -0.372 0.230
H -1.127 0.985 1.776 0.477
H -1.256 2.611 1.676 0.411
H 0.150 3.083 0.068 0.211
H 0.820 1.508 -1.409 0.445
H 3.174 0.664 -0.354 0.503
H 2.722 1.850 -1.239 0.479
O 2.560 0.914 -1.057 -0.962

***

14
Properties=species:S:1:pos:R:3:nbo_charge:R:1 method="wB97M-V/def2-TZVPD" largest_force_ha_per_bohr=0.0274 total_charge=0 de_lowest_kcal_mol=47.89 e_tot_ev=-7360.1787 gap_ev=10.5 e_homo_ev=-9.4483 smiles="C=C/C=C/CO"
C -0.237 -0.921 -2.573 -0.377
C 0.218 0.104 -1.850 -0.214
C -0.421 0.358 -0.517 -0.229
C 0.207 0.103 0.616 -0.183
C -0.278 0.346 2.032 -0.105
O 0.834 0.782 2.849 -0.711
H -1.128 -1.449 -2.247 0.187
H 0.063 -1.117 -3.596 0.198
H 1.105 0.614 -2.206 0.212
H -1.450 0.692 -0.549 0.209
H 1.230 -0.269 0.649 0.188
H -0.711 -0.552 2.472 0.176
H -0.887 1.248 2.054 0.196
H 1.456 0.063 2.867 0.455

***

18
Properties=species:S:1:pos:R:3:nbo_charge:R:1 method="wB97M-V/def2-TZVPD" largest_force_ha_per_bohr=0.1162 total_charge=+1 de_lowest_kcal_mol=190.87 e_tot_ev=-58369.8145 gap_ev=1.5 e_homo_ev=-12.4041
Al -2.270 -4.031 0.596 0.998
C -2.122 2.079 1.181 0.823
F -2.688 2.749 0.215 -0.266
F -2.405 2.543 2.426 -0.291
F -2.565 0.823 1.185 -0.325
S -0.147 1.999 0.987 2.012
O 0.152 3.119 0.108 -0.764
O 0.379 2.077 2.374 -0.772
N 0.110 0.471 0.205 -0.893
S 1.601 0.569 -0.207 2.133
O 2.451 1.627 0.287 -0.798
O 2.259 -0.734 -0.174 -0.818
C 1.384 0.920 -2.072 0.781
F 0.472 0.022 -2.588 -0.315
F 0.919 2.203 -2.258 -0.282
F 2.514 0.762 -2.743 -0.260
O -0.223 -8.238 0.501 -0.403
H 0.178 -8.959 -0.023 0.441

***

50
Properties=species:S:1:pos:R:3:nbo_charge:R:1 method="wB97M-V/def2-TZVPD" largest_force_ha_per_bohr=0.3822 total_charge=0 de_lowest_kcal_mol=368.03 e_tot_ev=-38926.8879 gap_ev=8.5 e_homo_ev=-8.1981
C -6.688 -0.716 -1.287 -0.607
C -5.533 -0.396 -0.326 -0.413
H -5.195 -1.213 0.142 0.201
C -4.424 0.271 -0.987 -0.213
N -3.445 0.447 -0.137 -0.478
C -2.610 -0.300 0.633 0.147
N -1.909 0.269 1.633 -0.380
N -2.301 1.709 1.356 -0.540
C -3.364 1.904 0.509 0.794
O -3.894 2.838 0.361 -0.529
H -1.945 2.558 2.134 0.432
S -2.537 -1.786 0.028 0.313
C -1.088 -2.638 1.132 -0.379
H -1.227 -3.446 1.350 0.167
H -1.280 -1.995 2.082 0.237
C 0.209 -2.196 0.796 0.609
O 0.962 -3.193 0.176 -0.688
N 0.625 -0.947 0.938 -0.609
H 0.095 -0.153 1.216 0.442
C 1.871 -0.259 0.467 0.147
C 3.066 -1.035 0.852 -0.460
C 4.276 -0.281 0.585 -0.207
C 4.418 1.207 0.907 -0.390
C 3.152 1.864 0.431 -0.227
C 1.927 1.334 0.527 -0.277
H 1.143 1.704 0.346 0.176
H 1.893 1.050 1.857 0.122
C 3.299 1.883 -1.299 -0.363
C 3.154 0.216 -1.575 -0.232
C 1.983 -0.439 -1.107 -0.442
H 1.086 0.213 -1.653 0.182
H 1.883 -1.475 -1.599 0.261
C 4.472 -0.433 -1.074 -0.398
H 5.342 -0.153 -1.490 0.199
H 4.394 -1.588 -1.394 0.190
H 3.306 0.386 -2.741 0.221
H 2.435 2.256 -1.871 0.204
H 4.170 2.217 -1.372 0.172
H 3.213 2.911 0.578 0.221
H 5.229 1.691 0.594 0.213
H 4.486 1.092 2.101 0.201
H 5.120 -0.823 1.095 0.216
H 2.972 -1.021 2.063 0.187
H 3.030 -2.221 0.678 0.309
H -4.889 1.313 -1.484 0.233
H -3.878 -0.406 -1.735 0.210
H -6.029 0.165 0.478 0.208
H -6.951 0.044 -1.825 0.200
H -7.565 -1.111 -1.013 0.214
H -6.459 -1.318 -2.076 0.203

***

12
Properties=species:S:1:pos:R:3:nbo_charge:R:1 method="wB97M-V/def2-TZVPD" largest_force_ha_per_bohr=0.0135 total_charge=0 de_lowest_kcal_mol=79.83 e_tot_ev=-7325.8227 gap_ev=9.8 e_homo_ev=-10.3027
O 2.225 -0.645 0.581 -0.507
C 1.189 -0.158 0.193 0.592
C -0.053 -0.973 -0.120 -0.509
C -1.370 -0.232 0.067 -0.592
C 0.035 2.065 -0.322 0.251
C 1.078 1.319 -0.061 -0.702
H -0.001 -1.870 0.504 0.243
H 0.058 -1.310 -1.160 0.239
H -2.189 -0.758 -0.435 0.231
H -1.619 -0.109 1.125 0.220
H -1.359 0.776 -0.378 0.221
H 2.005 1.895 0.006 0.313

***

30
Properties=species:S:1:pos:R:3:nbo_charge:R:1 method="wB97M-V/def2-TZVPD" largest_force_ha_per_bohr=0.1553 total_charge=0 de_lowest_kcal_mol=192.40 e_tot_ev=-15675.7549 gap_ev=9.6 e_homo_ev=-8.8385
C 0.008 1.542 -2.347 -0.426
C 1.890 0.200 -1.881 -0.202
C 2.552 0.065 -0.515 -0.416
C 1.357 -0.265 0.279 -0.162
C 1.319 0.012 1.810 -0.447
C 0.112 -0.845 2.275 -0.428
C -1.099 -0.490 1.313 0.030
C -2.477 -0.656 1.936 -0.248
C -3.514 -0.804 1.024 0.003
C -2.298 -0.201 -0.745 0.104
C -1.100 0.051 0.119 -0.102
C 0.174 0.427 -0.385 -0.110
H -1.242 1.598 -2.466 0.226
H 0.499 2.351 -1.561 0.159
H 0.559 1.612 -3.355 0.207
H 2.204 0.975 -2.412 0.188
H 2.060 -0.800 -2.357 0.200
H 2.910 0.899 -0.012 0.194
H 3.253 -0.581 -0.544 0.208
H 0.938 -1.306 0.089 0.197
H 1.354 1.080 1.748 0.223
H 2.430 -0.253 2.141 0.210
H 0.156 -0.777 3.686 0.235
H 0.001 -2.164 2.113 0.252
H -2.498 -1.003 2.873 0.206
H -4.542 -1.319 1.292 0.199
H -1.984 -0.425 -1.979 0.209
H 0.030 1.360 -0.084 0.180
N 0.413 0.298 -1.716 -0.437
N -3.467 -0.578 -0.337 -0.451

***

52
Properties=species:S:1:pos:R:3:nbo_charge:R:1 method="wB97M-V/def2-TZVPD" largest_force_ha_per_bohr=0.0281 total_charge=+1 de_lowest_kcal_mol=0.00 e_tot_ev=-96665.4607 gap_ev=6.5 e_homo_ev=-11.1525
Ti 0.074 -0.742 0.775 1.332
C -2.578 -0.615 -1.671 -0.658
C -2.000 0.098 -0.481 0.016
C -2.357 -0.327 0.819 -0.039
C -3.386 -1.412 0.994 -0.651
C -1.797 0.312 1.945 0.051
C -2.181 -0.104 3.336 -0.673
C -0.955 1.434 1.767 -0.005
C -0.614 2.301 2.945 -0.665
C -0.532 1.793 0.474 -0.020
C 0.446 2.924 0.304 -0.656
C -1.095 1.157 -0.653 -0.009
C -0.800 1.687 -2.031 -0.649
H -3.560 -0.201 -1.920 0.253
H -2.698 -1.674 -1.469 0.256
H -1.943 -0.524 -2.548 0.234
H -2.928 -2.402 1.025 0.265
H -4.095 -1.398 0.171 0.243
H -3.942 -1.271 1.916 0.243
H -3.053 0.467 3.668 0.247
H -1.367 0.072 4.034 0.251
H -2.425 -1.159 3.379 0.248
H 0.305 1.982 3.441 0.266
H -1.417 2.271 3.678 0.245
H -0.489 3.336 2.632 0.238
H -0.081 3.882 0.268 0.255
H 1.016 2.824 -0.617 0.231
H 1.147 2.964 1.135 0.242
H 0.094 1.228 -2.466 0.236
H -0.639 2.762 -2.000 0.242
H -1.629 1.498 -2.705 0.248
S 1.675 0.042 2.377 -0.332
S 2.431 -1.633 3.301 0.074
S 0.641 -2.376 3.965 0.041
S -0.191 -2.692 2.113 -0.191
C 3.588 1.137 -0.268 -0.676
C 2.881 0.026 -0.962 0.457
N 1.745 -0.592 -0.649 -0.548
C 1.526 -1.527 -1.654 -0.021
C 2.523 -1.484 -2.562 0.051
N 3.361 -0.511 -2.098 -0.461
C 2.851 -2.151 -3.853 0.763
O 1.979 -3.013 -4.334 -0.635
O 3.857 -1.816 -4.418 -0.550
C 0.305 -2.331 -1.574 0.791
O -0.057 -3.106 -2.422 -0.562
O -0.377 -2.030 -0.476 -0.770
H 3.037 1.469 0.601 0.260
H 3.729 1.975 -0.955 0.247
H 4.574 0.804 0.062 0.262
H 4.208 -0.250 -2.586 0.463
H 1.192 -3.106 -3.751 0.516

***

57
Properties=species:S:1:pos:R:3:lowdin_spin:R:1 method="wB97M-V/def2-TZVPD" largest_force_ha_per_bohr=0.0351 total_charge=0 de_lowest_kcal_mol=55.06 e_tot_ev=-139861.9485 gap_ev="5.8 / 5.1" e_homo_ev="-6.3823 / -6.3843" spin_multiplicity=2
Ru -0.132 0.111 -0.089 0.888
S 0.052 0.167 2.244 0.019
C 1.682 0.313 2.013 0.004
S 2.163 0.061 0.426 0.025
C 2.611 0.667 3.074 -0.006
C 3.435 -0.333 3.635 -0.001
N 4.109 -1.165 4.078 -0.001
C 2.682 2.014 3.494 -0.001
N 2.738 3.129 3.803 -0.002
C 0.134 0.733 -4.392 0.000
C 0.063 1.089 -2.930 0.002
O -0.021 0.108 -2.161 0.015
C 0.097 2.471 -2.522 0.005
C 0.177 3.470 -3.534 0.000
C 0.215 4.797 -3.243 0.005
C 0.184 5.197 -1.887 0.000
C 0.113 4.278 -0.886 0.003
C 0.058 2.885 -1.162 0.000
O -0.025 2.101 -0.134 0.032
H 0.101 -0.348 -4.485 0.000
H 1.056 1.104 -4.840 0.000
H -0.706 1.166 -4.936 0.000
H 0.212 3.169 -4.572 0.000
H 0.274 5.532 -4.034 0.000
H 0.221 6.251 -1.637 0.000
H 0.101 4.568 0.156 0.000
Br -0.477 -6.621 -0.129 0.000
C -0.373 -4.749 -0.111 -0.001
C -1.296 -4.009 0.607 0.001
C -1.183 -2.633 0.592 0.003
N -0.229 -1.989 -0.088 0.006
C 0.657 -2.716 -0.772 0.001
C 0.623 -4.100 -0.812 0.000
H -2.076 -4.488 1.180 0.000
H -1.870 -2.009 1.147 0.000
H 1.417 -2.161 -1.303 0.000
H 1.369 -4.647 -1.369 0.000
C -5.649 -1.789 0.409 0.000
N -4.575 -1.149 -0.343 0.000
C -3.957 -2.006 -1.347 0.000
C -4.092 0.072 -0.050 0.000
S -2.617 0.650 -0.656 0.004
N -4.871 0.868 0.735 -0.001
C -4.254 2.015 1.401 0.000
C -6.256 1.129 0.331 0.000
H -5.319 -2.787 0.703 0.000
H -6.551 -1.896 -0.196 0.000
H -5.878 -1.219 1.302 0.000
H -4.744 -2.542 -1.879 0.000
H -3.291 -2.733 -0.882 0.000
H -3.382 -1.405 -2.044 0.000
H -3.313 1.725 1.859 0.000
H -4.940 2.354 2.177 0.000
H -4.062 2.834 0.704 0.000
H -6.588 0.407 -0.407 0.000
H -6.318 2.124 -0.116 0.000
H -6.926 1.093 1.191 0.000

***

17
Properties=species:S:1:pos:R:3:nbo_charge:R:1 method="wB97M-V/def2-TZVPD" largest_force_ha_per_bohr=0.0762 total_charge=0 de_lowest_kcal_mol=23.54 e_tot_ev=-36284.6636 gap_ev="8.3 / 8.3" e_homo_ev="-9.2902 / -9.2916"
C 2.084 -1.827 0.160 0.237
C -1.610 1.591 1.343 0.188
C 0.525 -0.212 0.985 -0.341
C 0.911 -1.044 -0.175 0.074
C -0.771 1.522 0.212 0.083
N 3.018 -2.414 0.457 -0.257
N -2.271 1.652 2.279 -0.253
N -0.130 -1.789 -0.704 -0.785
N -1.282 1.041 -0.974 -0.847
Cl 1.724 0.129 -1.510 -0.199
Cl 0.394 2.847 0.137 0.027
H 1.314 0.343 1.468 0.230
H -0.203 -0.662 1.641 0.230
H -0.951 -1.231 -0.901 0.405
H 0.128 -2.396 -1.470 0.393
H -2.235 1.299 -1.193 0.399
H -0.645 1.150 -1.754 0.417

***

11
Properties=species:S:1:pos:R:3:nbo_charge:R:1 method="wB97M-V/def2-TZVPD" largest_force_ha_per_bohr=0.1178 total_charge=0 de_lowest_kcal_mol=56.41 e_tot_ev=-12731.5117 gap_ev=10.3 e_homo_ev=-9.7120
H 2.786 -0.535 -0.484 0.388
N 2.068 0.195 -0.357 -0.742
C 0.947 -0.146 0.063 0.643
O 0.345 -1.449 0.163 -0.362
N -1.003 -1.356 -0.093 -0.333
C -1.395 -0.035 -0.168 0.746
O -2.491 0.281 -0.273 -0.521
N -0.159 0.647 0.149 -0.202
O -0.278 1.980 0.120 -0.484
H -1.435 -1.825 0.675 0.383
H 0.615 2.243 0.205 0.483

***

125
Properties=species:S:1:pos:R:3:mulliken_charge:R:1 method="wB97M-V/def2-TZVPD" largest_force_ha_per_bohr=0.1497 total_charge=-1 e_tot_ev=-56386.5660 gap_ev=6.6 e_homo_ev=-4.3135
C -2.259 -0.013 0.336 1.888
C -3.015 -0.922 1.341 -0.072
O -2.072 -1.905 1.708 -1.787
H -1.437 0.559 0.853 -0.972
H -2.730 0.743 -0.320 0.785
H -1.631 -0.678 -0.292 -1.268
H -3.945 -1.337 0.883 -0.098
H -3.322 -0.468 2.237 0.139
C -2.754 3.288 4.387 -1.272
C -2.996 1.876 3.830 -0.097
O -1.906 1.076 4.113 -0.603
H -2.245 3.898 3.667 0.109
H -2.160 3.315 5.255 0.323
H -3.681 3.828 4.547 0.411
H -3.069 1.880 2.779 0.158
H -3.840 1.458 4.263 0.482
H -2.096 0.156 3.823 0.266
C -4.686 -1.499 5.660 -1.312
C -4.044 -1.918 4.319 -0.020
O -2.575 -1.787 4.424 -0.491
H -4.698 -2.308 6.398 0.370
H -5.737 -1.052 5.520 0.300
H -4.038 -0.724 6.076 0.300
H -4.434 -1.305 3.550 0.232
H -4.380 -2.877 3.996 0.519
H -2.227 -1.749 3.553 0.003
C -3.475 -4.320 -2.265 -1.161
C -3.329 -3.294 -1.057 -0.201
O -2.040 -3.293 -0.599 0.253
H -4.509 -4.586 -2.549 0.380
H -2.988 -5.232 -1.985 0.269
H -3.024 -3.832 -3.122 0.097
H -3.875 -3.689 -0.186 0.424
H -3.641 -2.317 -1.299 0.317
H -2.043 -2.772 0.253 0.193
C 0.155 -3.507 -3.462 -0.862
C 0.009 -2.039 -4.005 1.286
C -0.847 -1.211 -2.959 0.196
C -0.701 0.366 -3.115 -1.704
C 0.782 0.660 -3.085 0.511
C 1.641 -0.055 -4.202 1.397
N 1.352 -1.484 -4.209 1.070
O 2.154 -2.124 -5.000 -0.598
C 3.165 0.247 -3.756 -1.695
C 1.421 0.607 -5.565 -2.025
C -0.732 -2.077 -5.390 -1.845
H 0.931 -4.055 -4.122 0.529
H -0.870 -4.073 -3.496 0.057
H 0.453 -3.670 -2.382 -0.401
H -0.455 -1.441 -1.931 -1.373
H -1.860 -1.540 -2.974 1.046
H -1.197 0.792 -2.270 0.574
H -1.037 0.755 -4.094 0.407
H 1.166 0.482 -2.050 -1.248
H 0.840 1.743 -3.168 0.733
H 2.677 -2.730 -4.490 0.337
H 3.122 1.252 -3.505 0.498
H 4.109 0.114 -4.351 0.277
H 3.294 -0.190 -2.785 0.394
H 1.860 1.560 -5.438 0.535
H 0.407 0.794 -5.899 0.320
H 2.006 0.178 -6.380 0.369
H -0.940 -1.096 -5.802 0.356
H -1.795 -2.426 -5.173 0.318
H -0.263 -2.568 -6.251 0.368
C 2.843 -1.840 3.348 -1.765
C 1.431 -1.734 2.657 2.037
C 1.380 -0.771 1.437 0.083
C 2.219 -1.146 0.288 -0.569
C 1.541 -2.511 -0.145 -0.574
C 1.624 -3.599 0.850 2.422
N 1.148 -3.107 2.163 0.415
O -0.016 -3.519 2.373 -0.635
C 3.115 -4.057 0.994 -2.217
C 0.809 -4.763 0.330 -1.813
C 0.485 -1.268 3.796 -2.057
H 3.601 -1.917 2.584 0.385
H 2.887 -2.708 4.101 0.303
H 3.190 -0.974 4.018 0.371
H 1.825 0.211 1.760 0.462
H 0.360 -0.652 1.168 -0.379
H 3.254 -1.248 0.608 0.319
H 2.346 -0.478 -0.577 -0.690
H 2.046 -2.849 -0.978 1.260
H 0.502 -2.306 -0.213 -0.941
H -0.636 -3.007 1.868 0.339
H 3.463 -4.852 0.360 0.518
H 3.241 -4.455 1.980 0.469
H 3.853 -3.262 0.978 0.281
H 1.254 -4.994 -0.673 0.380
H -0.261 -4.662 0.401 0.046
H 0.917 -5.587 1.006 0.572
H 0.183 -2.068 4.445 0.509
H -0.304 -0.703 3.470 0.075
H 1.033 -0.528 4.378 0.523
C 2.428 6.915 0.234 -1.681
C 1.856 5.684 -0.438 1.228
C 3.121 4.818 -0.893 -1.512
C 2.657 3.428 -1.198 -0.461
C 1.977 2.782 0.065 -0.221
C 0.779 3.492 0.562 1.979
N 1.058 4.917 0.617 0.566
O 0.219 5.637 1.282 -0.602
C 0.492 2.988 2.025 -1.134
C -0.443 3.129 -0.325 -1.069
C 0.901 6.143 -1.583 -1.984
H 2.773 7.625 -0.483 0.422
H 3.318 6.719 0.760 0.460
H 1.819 7.471 0.991 0.269
H 3.882 4.854 -0.034 0.333
H 3.594 5.153 -1.770 0.531
H 3.422 2.801 -1.540 0.676
H 1.872 3.369 -2.031 -0.220
H 2.689 2.664 0.854 0.828
H 1.687 1.825 -0.301 -0.830
H -0.073 5.088 2.011 0.554
H 1.267 3.194 2.722 0.565
H 0.182 1.931 2.060 -0.210
H -0.401 3.477 2.471 -0.095
H -0.594 2.029 -0.531 -0.392
H -0.348 3.648 -1.212 0.490
H -1.429 3.395 0.033 0.269
H 0.683 5.378 -2.245 0.453
H 1.376 6.801 -2.247 0.487
H -0.040 6.531 -1.421 0.481

***

30
Properties=species:S:1:pos:R:3:nbo_charge:R:1 method="wB97M-V/def2-TZVPD" largest_force_ha_per_bohr=0.1035 total_charge=0 de_lowest_kcal_mol=40.86 e_tot_ev=-11703.3006 gap_ev=9.0 e_homo_ev=-8.1795 smiles=CC(C)[C@@H](C)[C@@H](O)C(C)C
C 1.064 -1.375 2.325 -0.639
C 0.183 -1.827 1.175 -0.171
C 0.830 -2.930 0.358 -0.630
C -0.450 -0.503 -0.018 -0.217
C -1.817 -0.079 0.470 -0.620
C 0.634 0.466 0.022 0.135
O 1.848 -0.016 -0.464 -0.721
C 0.105 1.798 -1.187 -0.218
C -0.451 1.323 -2.516 -0.634
C -0.745 2.875 -0.542 -0.630
H 0.606 -0.559 2.893 0.205
H 1.247 -2.195 3.035 0.215
H 2.052 -1.052 1.979 0.206
H -0.760 -2.201 1.585 0.182
H 1.129 -3.779 0.990 0.200
H 1.727 -2.577 -0.159 0.219
H 0.135 -3.327 -0.390 0.204
H -0.502 -1.038 -0.967 0.214
H -1.751 0.565 1.350 0.208
H -2.366 0.446 -0.315 0.210
H -2.424 -0.953 0.726 0.217
H 0.750 0.992 0.971 0.167
H 2.552 0.591 -0.191 0.475
H 1.104 2.209 -1.368 0.181
H -0.517 2.148 -3.240 0.212
H 0.185 0.553 -2.964 0.219
H -1.463 0.917 -2.415 0.197
H -0.343 3.179 0.430 0.205
H -0.777 3.781 -1.165 0.207
H -1.785 2.567 -0.405 0.202